1.
Computed, not measured: 2 unconnected molecules or ions with the total composition C5H11O2, with ωB97M-V/def2-TZVPD.

Results
**Energy above the lowest of the compared OMol25 structures with the same formula, charge and spin**: 0.075 eV
**Spin multiplicity**: 1
**Frontier orbital gap**: 8.0 eV
**Net charge**: -1

Last column: Mulliken charge in e.
CARTESIAN COORDINATES (ANGSTROEM)
C (-0.49235, -0.37474, -1.59733)  -1.489
H (-1.40281, -0.86411, -1.24844)  0.327
O (-0.83127, 0.83754, 2.38145)  -0.669
H (1.07071, 1.93334, -1.34038)  0.373
C (-1.94663, 0.32383, 2.14864)  -0.159
H (2.14438, 0.53689, -1.51946)  0.332
H (0.00648, -1.62402, 0.83934)  0.300
H (-2.62621, 0.19544, 3.03781)  0.416
C (0.84651, -1.05017, 0.44583)  -1.496
H (1.40940, -0.66661, 1.29800)  0.339
C (1.43656, 1.03124, -0.84263)  -1.582
H (1.53216, -1.70477, -0.11287)  0.420
H (-0.79818, 0.48453, -2.20055)  0.356
H (0.08955, -1.04043, -2.24510)  0.357
H (2.03132, 1.37421, 0.01328)  0.365
H (-0.38044, 0.59601, 0.27469)  -0.162
O (-2.41030, -0.09095, 1.06342)  -0.636
C (0.32111, 0.10277, -0.39571)  1.607

---

2.
Computed, not measured: 12 unconnected molecules or ions with the total composition C16H56FO16P, with ωB97M-V/def2-TZVPD.

Results
**Spin multiplicity**: 1
**Frontier orbital gap**: 10.3 eV
**SMILES**: CCOO[P@](=O)(O)OCCCF.CO.CO.CO.CO.CO.CO.CO.CO.CO.CO.CO
**Net charge**: 0

Last column: Mulliken charge in e.
CARTESIAN COORDINATES (ANGSTROEM)
H (3.03604, -2.06229, 2.25072)  0.233
C (3.73176, -1.31939, -5.82721)  -0.538
H (-5.30664, 4.44414, 1.36656)  0.203
H (-0.20347, -0.32307, -2.90704)  0.381
O (-7.23338, 5.19321, 1.07701)  -0.560
C (-0.34433, -3.88205, 4.90800)  -0.260
H (-4.83549, 1.90106, -0.87385)  0.240
H (-2.66691, 0.57104, 0.47451)  -0.476
O (-1.38820, 3.19664, -0.35263)  -0.167
C (0.22328, 0.08164, -0.85588)  0.044
P (-0.99089, 2.84538, 1.13927)  0.608
O (1.85181, -5.81586, 1.11100)  -0.426
C (0.72612, 1.16750, 0.10724)  -0.695
H (0.04679, -3.86154, 3.88688)  0.078
H (-2.75148, 11.86227, -2.66464)  0.273
H (0.28834, -2.11108, 5.41451)  0.296
H (1.03089, 2.08161, -0.40180)  0.450
H (1.59888, 0.78918, 0.63712)  0.311
H (-1.84903, 7.69489, -2.50966)  0.166
C (-2.18588, 10.96887, -2.38967)  -0.549
H (1.62048, -2.18477, 3.32668)  0.071
H (-0.17768, -7.77092, -1.36581)  0.297
O (-0.28531, -8.22745, -0.52657)  -0.507
O (3.49521, -0.10831, -1.62977)  -0.383
H (-0.23546, -4.88844, 5.30459)  0.260
C (4.64101, -0.92234, -1.90488)  -0.660
H (3.80565, 0.70668, -1.22548)  0.218
H (3.18726, -0.45827, -6.22326)  0.258
H (-1.76355, 6.94323, -0.31196)  0.243
H (0.45769, -9.86501, 0.42327)  0.226
H (-3.73343, 9.87427, -1.94229)  0.280
H (-5.63282, 5.10405, -0.25838)  0.258
H (0.86482, -0.79234, -0.71883)  0.063
H (3.75510, -5.43991, 1.72862)  0.189
O (-1.71249, 6.27303, -0.99827)  -0.474
H (7.30967, -1.81171, 0.53059)  0.270
H (1.77221, -0.81641, 2.20984)  0.085
C (-3.64292, 1.00629, 0.69214)  1.143
C (-1.19115, 6.89128, -2.17781)  -0.476
H (-3.13360, -1.16788, 3.91782)  0.172
C (-4.52934, 0.90518, -0.55629)  -1.239
H (-3.96025, 0.45515, -1.36692)  0.325
H (-5.40743, 0.29644, -0.35702)  0.359
O (-2.40215, 2.52955, 1.92685)  -0.336
H (-1.13290, 6.12855, -2.95049)  0.248
O (-2.97778, 9.79319, -2.53066)  -0.481
H (1.41738, -3.51460, 1.42735)  0.188
H (7.98529, -3.99859, 0.08838)  0.308
H (2.94088, -1.26418, -4.05334)  0.229
O (-3.50879, 2.38377, 1.02685)  -0.134
O (-4.97742, -1.94403, 3.33831)  -0.515
F (-0.24795, 1.66596, -2.62723)  -0.307
H (-4.28238, -1.47416, 5.24968)  0.318
C (-4.18652, -1.14428, 4.21196)  -0.521
H (-0.77533, -0.23621, -0.55874)  0.399
H (3.82593, -2.06480, -6.61308)  0.234
C (-6.05884, 4.55070, 0.58308)  -0.319
H (4.28315, -1.84491, -2.35590)  0.302
H (6.45388, -4.15887, -0.79028)  0.218
C (0.58727, -9.35333, -0.52725)  -0.546
H (-6.34658, 3.55986, 0.24151)  0.121
H (4.73344, -1.00286, -5.52161)  0.241
H (-6.98125, 6.06595, 1.38805)  0.296
O (-0.25152, 3.91377, 1.82475)  -0.732
C (1.96053, -1.88075, 2.33226)  -0.194
O (6.62227, -2.42955, 0.26600)  -0.483
H (-0.18933, 7.28827, -1.99272)  0.281
H (7.70543, -3.06231, -1.40210)  0.269
H (1.24855, -6.56404, 1.04224)  0.262
C (3.07740, -6.28787, 1.66174)  -0.553
H (3.52962, -7.04986, 1.02159)  0.246
H (5.18740, -1.16129, -0.99251)  0.270
H (5.30607, -0.41541, -2.61135)  0.308
C (7.23642, -3.46260, -0.49938)  -0.602
H (0.33987, -10.04632, -1.33470)  0.290
H (-4.54741, -0.12169, 4.13567)  0.254
H (-1.33735, 10.87097, -3.06204)  0.223
H (-1.40577, -3.62061, 4.89551)  0.148
H (-1.81468, 11.07799, -1.36733)  0.261
O (-0.24348, 1.43397, 1.15486)  -0.040
C (0.32687, 0.43251, -2.32183)  -0.567
H (1.36482, 0.47073, -2.64629)  0.177
H (1.63274, -9.04681, -0.62412)  0.240
H (-4.08010, 0.46730, 1.53584)  -0.054
H (-1.22821, 4.14360, -0.51547)  0.231
O (1.24653, -2.57215, 1.31586)  -0.385
H (2.92939, -6.70087, 2.66271)  0.308
O (0.38636, -3.00394, 5.75690)  -0.514
H (-4.66324, -2.84976, 3.39892)  0.295
O (3.02961, -1.92402, -4.74889)  -0.469

---

3.
Computed, not measured: 2 unconnected molecules or ions with the total composition C2H4N2, with ωB97M-V/def2-TZVPD.

Results
**Energy above the lowest of the compared OMol25 structures with the same formula, charge and spin**: 5.397 eV
**Spin multiplicity**: 1
**Frontier orbital gap (spin up / spin down)**: 9.3 / 8.9 eV
**Net charge**: 0

Last column: Mulliken charge in e.
CARTESIAN COORDINATES (ANGSTROEM)
H (-1.39944, 0.29765, -0.02147)  0.316
H (1.19108, 1.33454, 2.83882)  0.239
N (0.70496, 1.19654, 2.01189)  -0.132
H (0.56706, -1.25790, -1.75034)  0.168
C (-0.54501, -0.14296, -0.46727)  -0.365
H (-1.24229, -1.07180, -2.28094)  0.306
C (-0.50255, -0.89049, -1.53148)  -0.404
N (1.22619, 0.53443, 1.20079)  -0.128

---

4.
Computed, not measured: a molecular structure, C26H43Cl3O2P2Sc, with ωB97M-V/def2-TZVPD.

Results
**Energy above the lowest of the compared OMol25 structures with the same formula, charge and spin**: 0.000 eV
**Spin multiplicity**: 1
**Frontier orbital gap**: 8.1 eV
**Net charge**: +1

Last column: Mulliken charge in e.
CARTESIAN COORDINATES (ANGSTROEM)
C (2.17385, -0.64546, 1.16449)  0.965
H (-3.81991, 0.54472, -2.30598)  0.653
H (-4.49596, -0.57343, 0.08459)  0.614
C (2.73801, -1.96640, 1.53384)  -1.552
H (-3.74898, 4.70906, -3.07867)  0.744
Cl (0.22528, -4.68025, -0.09873)  -0.120
H (-0.78317, 3.47841, -1.65285)  0.446
Sc (0.18344, -0.23181, -0.23393)  -0.705
H (1.48661, -0.23976, 3.99726)  0.387
H (-2.25173, 1.66115, -3.90836)  0.362
C (2.57366, 0.09205, 0.00987)  0.604
C (-5.27890, 3.26496, -3.25502)  -0.148
H (-2.59446, 1.11560, 2.08014)  0.233
H (-7.84008, 1.62827, -1.56005)  0.414
H (-2.57924, 3.48048, -1.69276)  -0.201
C (0.47352, 2.62417, 1.79325)  -1.735
C (-4.74084, 4.38178, -2.74748)  -0.627
H (2.64700, -2.67585, 0.70328)  0.152
H (-6.97070, 2.16666, -3.86159)  0.431
H (-0.47336, 1.60355, -3.66520)  0.404
C (1.24633, 0.15105, 1.90638)  0.645
C (-3.37051, 0.67756, -1.31410)  -0.197
H (2.22851, -2.39745, 2.40005)  0.396
C (-6.42874, 4.76765, -0.80603)  -0.980
P (-1.61750, 1.21411, -1.58839)  1.366
Cl (0.19128, -5.45094, -2.91299)  -0.097
H (3.73843, 0.32266, -1.77050)  0.433
C (0.68744, -0.19974, 3.24039)  -1.663
C (0.73570, -4.22723, -1.76503)  0.760
H (-2.21646, -0.31163, 3.10102)  0.368
H (4.52506, -0.61743, -0.47844)  0.329
H (1.18034, 3.08611, 2.50297)  0.329
H (-5.42966, 3.75285, 0.85256)  0.376
C (-2.77539, 0.04071, 2.22317)  -1.446
H (-3.84686, -0.13837, 2.37701)  0.495
C (1.90872, 1.36300, 0.02903)  0.628
C (-1.43210, 1.13764, -3.39588)  -1.354
H (3.19261, 2.80805, -0.87058)  0.402
C (0.21795, -2.78998, -2.16439)  0.232
C (-1.68991, 3.01035, -1.24481)  -0.859
H (-6.01082, 6.09004, -2.46334)  0.337
H (-6.34646, 0.83878, -2.04140)  0.256
H (-1.88137, -3.26946, 0.52967)  0.155
H (0.19442, -1.18482, 3.23457)  0.310
H (-0.44743, 2.40147, 2.35312)  0.339
C (-5.44948, 5.35951, -1.85591)  -0.825
H (-0.04091, 0.54513, 3.57697)  0.350
O (0.33352, -1.93247, -1.17362)  -0.558
H (-1.92250, -2.76364, 2.23703)  0.376
H (-3.45840, -2.90350, 1.31427)  0.452
H (-7.39317, 3.57655, -2.88407)  0.321
H (-4.71684, 2.65999, -3.97975)  0.437
C (-6.77138, 1.81617, -1.75888)  -0.466
H (1.51134, 3.34069, -0.71473)  0.292
H (-4.68911, 5.94487, -1.31673)  0.330
H (-1.40222, 0.08544, -3.71004)  0.400
C (-6.66566, 2.76049, -2.98396)  -0.974
H (-3.57678, -1.48171, -1.12503)  0.388
O (-0.16880, -2.57878, -3.29736)  -0.594
C (2.14562, 2.47346, -0.93200)  -1.664
H (-5.79389, 1.46232, 0.17078)  0.428
H (3.80840, -1.87553, 1.77580)  0.330
H (1.96029, 2.17406, -1.97602)  0.340
H (3.22530, -1.34129, -1.43098)  0.126
C (-5.93436, 3.54178, -0.09934)  -0.134
H (0.24551, 3.37426, 1.02736)  0.373
C (-2.39692, -2.62404, 1.25495)  -1.126
C (3.56434, -0.40180, -0.97213)  -1.532
H (-1.70530, 3.17444, -0.15851)  0.243
C (1.10680, 1.41036, 1.22564)  1.057
H (-7.41426, 4.60926, -1.26467)  0.352
Cl (2.51983, -4.07631, -1.81369)  -0.117
C (-6.09547, 2.27550, -0.50015)  -0.477
P (-2.20667, -0.89073, 0.76117)  1.284
C (-3.55254, -0.59248, -0.47967)  -1.166
H (-3.88940, 1.52447, -0.85154)  -0.520
H (-6.55790, 5.54526, -0.03469)  0.393

---

5.
Computed, not measured: a single C3H9N3O molecule, with ωB97M-V/def2-TZVPD.

Results
**Energy above the lowest of the compared OMol25 structures with the same formula, charge and spin**: 2.070 eV
**Spin multiplicity**: 1
**Frontier orbital gap**: 9.7 eV
**SMILES**: [H]/N=C(\O)N(N)CC
**Net charge**: 0

Last column: Mulliken charge in e.
CARTESIAN COORDINATES (ANGSTROEM)
C (1.63477, 0.55843, 0.37026)  -1.115
H (-1.24817, 1.40395, -1.36490)  0.218
H (2.34101, 1.23922, 0.83964)  0.367
H (0.16281, 0.52643, 1.96453)  0.246
N (-0.94892, 0.15413, 0.20469)  0.191
H (0.00685, 1.89483, 0.82154)  0.431
H (-2.36048, 1.49181, -0.12381)  0.254
H (1.93545, -0.45013, 0.61112)  0.340
N (-1.77318, 0.87013, -0.67054)  -0.635
H (0.20017, -2.80551, 0.18944)  0.194
C (-0.57867, -1.09092, -0.23004)  0.439
H (1.68324, 0.70542, -0.69991)  0.319
O (-0.59228, -1.21476, -1.58840)  -0.442
N (-0.17832, -1.96400, 0.61223)  -0.622
C (0.23252, 0.82462, 0.90655)  -0.498
H (-0.51681, -2.14365, -1.84239)  0.312

---

6.
Computed, not measured: a molecular structure, CH5N3O3S, with ωB97M-V/def2-TZVPD.

Results
**Energy above the lowest of the compared OMol25 structures with the same formula, charge and spin**: 3.655 eV
**Spin multiplicity**: 1
**Frontier orbital gap (spin up / spin down)**: 8.5 / 8.5 eV
**Net charge**: 0

Last column: Mulliken charge in e.
CARTESIAN COORDINATES (ANGSTROEM)
O (0.16793, -2.10414, -1.17530)  -0.280
C (-0.36775, -0.74687, 0.56911)  0.156
S (0.39838, 0.88847, -0.20752)  0.951
N (0.43223, -1.66595, -0.06381)  -0.114
H (-1.64753, -0.65884, 0.10225)  0.309
H (0.16304, 0.23873, 2.27359)  0.300
N (-0.25554, 0.90809, -1.72475)  -0.456
O (-0.12058, 2.03110, 0.51539)  -0.579
H (0.30327, 0.93722, -2.52518)  0.245
H (-1.11505, 1.52651, -1.87228)  0.269
N (-0.19994, -0.71721, 1.97359)  -0.540
H (0.44688, -1.38867, 2.45393)  0.301
O (1.79466, 0.75158, -0.31901)  -0.562

---

spin multiplicity of number 6 (CH5N3O3S)? 1

---

Please write out number 1 again, unchanged.
Computed, not measured: 2 unconnected molecules or ions with the total composition C5H11O2, with ωB97M-V/def2-TZVPD.

Results
**Energy above the lowest of the compared OMol25 structures with the same formula, charge and spin**: 0.075 eV
**Spin multiplicity**: 1
**Frontier orbital gap**: 8.0 eV
**Net charge**: -1

Last column: Mulliken charge in e.
CARTESIAN COORDINATES (ANGSTROEM)
C (-0.49235, -0.37474, -1.59733)  -1.489
H (-1.40281, -0.86411, -1.24844)  0.327
O (-0.83127, 0.83754, 2.38145)  -0.669
H (1.07071, 1.93334, -1.34038)  0.373
C (-1.94663, 0.32383, 2.14864)  -0.159
H (2.14438, 0.53689, -1.51946)  0.332
H (0.00648, -1.62402, 0.83934)  0.300
H (-2.62621, 0.19544, 3.03781)  0.416
C (0.84651, -1.05017, 0.44583)  -1.496
H (1.40940, -0.66661, 1.29800)  0.339
C (1.43656, 1.03124, -0.84263)  -1.582
H (1.53216, -1.70477, -0.11287)  0.420
H (-0.79818, 0.48453, -2.20055)  0.356
H (0.08955, -1.04043, -2.24510)  0.357
H (2.03132, 1.37421, 0.01328)  0.365
H (-0.38044, 0.59601, 0.27469)  -0.162
O (-2.41030, -0.09095, 1.06342)  -0.636
C (0.32111, 0.10277, -0.39571)  1.607